ORCA calculation (the ωB97M-V functional and the def2-TZVPD basis) on 16 unconnected molecules or ions with the total composition C52H156N15O16P5S11 in a non-equilibrium geometry.

The value obtained for the HOMO energy is -8.24 eV. As for the total energy: -10186.708619 Ha. As for the lowest unoccupied orbital energy: 0.0 eV. As for the spin multiplicity: 1.

Positions of all 255 atoms, in Å:
O -15.374 -8.113 -22.126
P -16.406 -8.957 -21.459
N -15.954 -9.565 -19.923
C -15.050 -10.776 -19.971
C -15.616 -8.529 -18.862
N -16.706 -10.360 -22.356
C -15.712 -10.665 -23.379
C -17.794 -11.224 -22.020
N -17.977 -8.268 -21.166
C -18.589 -7.832 -22.414
C -18.862 -8.685 -19.993
H -15.710 -11.593 -20.006
H -14.521 -10.863 -19.042
H -14.210 -10.837 -20.704
H -14.555 -8.316 -18.651
H -16.121 -8.739 -17.917
H -15.919 -7.569 -19.242
H -15.005 -9.879 -23.442
H -15.135 -11.578 -23.133
H -16.198 -10.869 -24.326
H -17.709 -11.905 -21.134
H -18.693 -10.605 -21.881
H -17.939 -11.798 -22.919
H -19.283 -6.987 -22.272
H -17.818 -7.589 -23.204
H -19.186 -8.613 -22.884
H -18.443 -8.268 -19.074
H -19.154 -9.730 -19.946
H -19.800 -8.177 -20.380
O -26.043 -19.860 -17.682
P -25.323 -20.537 -16.554
N -26.402 -21.538 -15.684
C -27.313 -22.265 -16.596
C -26.153 -22.355 -14.455
N -24.641 -19.601 -15.393
C -23.365 -18.885 -15.647
C -25.561 -18.681 -14.675
N -24.031 -21.473 -17.102
C -24.161 -22.044 -18.521
C -23.350 -22.238 -16.101
H -26.949 -23.307 -16.719
H -27.356 -21.833 -17.568
H -28.362 -22.267 -16.211
H -26.234 -23.419 -14.676
H -26.834 -22.036 -13.682
H -25.103 -22.159 -14.107
H -22.859 -18.656 -14.682
H -22.769 -19.489 -16.291
H -23.605 -17.969 -16.154
H -26.519 -19.151 -14.703
H -25.296 -18.549 -13.664
H -25.677 -17.682 -15.117
H -23.114 -22.187 -18.880
H -24.658 -23.054 -18.498
H -24.623 -21.358 -19.198
H -23.000 -21.549 -15.317
H -22.523 -22.710 -16.555
H -23.903 -23.040 -15.597
O -21.785 -16.051 -20.911
P -23.175 -16.570 -21.264
N -23.332 -16.857 -22.899
C -24.582 -16.648 -23.750
C -22.302 -17.603 -23.556
N -24.444 -15.532 -20.873
C -25.161 -15.622 -19.636
C -24.776 -14.381 -21.656
N -23.527 -17.925 -20.426
C -22.879 -18.383 -19.262
C -24.801 -18.535 -20.670
H -24.751 -17.509 -24.337
H -24.409 -15.848 -24.471
H -25.437 -16.565 -23.112
H -22.265 -17.447 -24.634
H -22.354 -18.694 -23.386
H -21.348 -17.281 -23.156
H -26.200 -15.682 -19.842
H -24.932 -16.576 -19.205
H -24.950 -14.836 -18.895
H -25.852 -14.352 -21.811
H -24.367 -13.471 -21.169
H -24.316 -14.427 -22.687
H -21.768 -18.189 -19.339
H -23.324 -17.989 -18.371
H -23.019 -19.502 -19.184
H -25.192 -18.983 -19.721
H -24.664 -19.315 -21.463
H -25.487 -17.782 -21.071
O -19.133 -17.324 -23.999
P -17.814 -16.914 -23.495
N -17.622 -16.628 -21.805
C -18.136 -15.421 -21.229
C -18.085 -17.812 -21.092
N -17.380 -15.400 -24.040
C -18.176 -14.773 -25.092
C -16.132 -14.735 -23.604
N -16.692 -18.143 -23.768
C -16.762 -18.506 -25.150
C -15.311 -18.131 -23.131
H -17.996 -14.618 -21.908
H -17.571 -15.206 -20.348
H -19.215 -15.477 -21.046
H -17.430 -18.635 -21.308
H -19.128 -18.040 -21.327
H -18.019 -17.753 -20.024
H -17.731 -14.864 -26.107
H -19.177 -15.292 -25.246
H -18.277 -13.679 -24.940
H -15.254 -14.906 -24.245
H -16.289 -13.631 -23.607
H -15.938 -15.115 -22.635
H -16.082 -19.397 -25.273
H -17.787 -18.831 -25.403
H -16.540 -17.748 -25.909
H -15.302 -17.665 -22.108
H -14.615 -17.454 -23.740
H -14.902 -19.134 -23.158
O -18.824 -15.586 -14.611
P -19.481 -14.796 -15.696
N -20.052 -13.271 -15.244
C -21.046 -12.526 -16.058
C -19.336 -12.490 -14.275
N -20.844 -15.442 -16.383
C -21.096 -15.685 -17.827
C -21.983 -15.655 -15.579
N -18.393 -14.501 -16.921
C -18.432 -13.442 -17.869
C -17.447 -15.618 -17.225
H -21.730 -12.004 -15.417
H -21.545 -13.142 -16.783
H -20.611 -11.660 -16.629
H -18.764 -13.216 -13.627
H -20.061 -12.150 -13.536
H -18.719 -11.684 -14.660
H -20.185 -15.583 -18.430
H -21.475 -16.698 -17.964
H -21.894 -15.006 -18.147
H -22.560 -16.454 -16.055
H -21.623 -16.014 -14.628
H -22.622 -14.781 -15.272
H -18.758 -13.782 -18.930
H -19.113 -12.660 -17.516
H -17.487 -12.949 -17.966
H -17.590 -16.038 -18.241
H -17.462 -16.369 -16.473
H -16.393 -15.197 -17.218
C -15.123 -11.197 -15.090
S -15.645 -12.914 -15.381
O -14.577 -13.539 -16.206
C -15.336 -13.443 -13.673
H -15.352 -10.582 -16.012
H -14.058 -11.266 -14.918
H -15.679 -10.839 -14.238
H -15.179 -14.544 -13.680
H -16.178 -13.155 -12.986
H -14.420 -12.995 -13.308
C -19.806 -18.579 -15.968
S -19.534 -20.303 -16.473
O -20.866 -20.778 -17.006
C -18.558 -19.981 -17.986
H -20.370 -18.643 -15.047
H -20.278 -18.049 -16.861
H -18.853 -18.149 -15.756
H -17.638 -19.470 -17.647
H -19.230 -19.347 -18.602
H -18.365 -20.899 -18.591
C -21.468 -12.362 -19.900
S -21.767 -11.622 -21.551
O -20.833 -10.434 -21.516
C -21.015 -12.920 -22.492
H -22.001 -11.761 -19.161
H -20.430 -12.087 -19.700
H -21.706 -13.430 -19.763
H -21.589 -13.789 -22.174
H -19.947 -13.097 -22.206
H -21.184 -12.674 -23.576
C -13.497 -14.136 -20.447
S -14.214 -15.561 -19.487
O -13.741 -16.726 -20.297
C -13.021 -15.462 -18.107
H -13.759 -14.344 -21.494
H -12.392 -14.080 -20.326
H -13.933 -13.183 -20.155
H -12.992 -14.491 -17.611
H -12.127 -15.778 -18.621
H -13.190 -16.308 -17.470
C -17.885 -7.418 -16.159
S -18.925 -8.899 -16.312
O -17.864 -9.957 -16.490
C -19.429 -8.912 -14.567
H -17.160 -7.631 -15.361
H -18.483 -6.575 -15.894
H -17.407 -7.226 -17.123
H -19.887 -7.971 -14.377
H -18.602 -9.171 -13.974
H -20.168 -9.680 -14.476
C -20.217 -15.052 -11.772
S -18.467 -14.902 -11.158
O -18.498 -14.729 -9.670
C -18.056 -16.584 -11.396
H -20.622 -15.882 -11.166
H -20.167 -15.308 -12.872
H -20.645 -14.146 -11.511
H -18.491 -17.122 -10.576
H -16.955 -16.682 -11.336
H -18.321 -16.915 -12.383
C -15.619 -12.762 -10.198
S -16.417 -11.299 -10.915
O -17.451 -11.733 -11.875
C -17.230 -10.831 -9.446
H -14.809 -12.446 -9.503
H -15.134 -13.205 -11.021
H -16.337 -13.375 -9.750
H -17.895 -11.650 -9.153
H -17.794 -9.903 -9.595
H -16.504 -10.746 -8.665
C -16.768 -17.773 -14.378
S -15.082 -17.539 -13.581
O -14.578 -18.850 -13.080
C -14.229 -17.157 -15.122
H -16.724 -18.111 -15.414
H -17.223 -16.814 -14.327
H -17.229 -18.589 -13.807
H -13.175 -16.869 -14.875
H -14.748 -16.245 -15.539
H -14.271 -18.076 -15.837
C -22.227 -9.137 -10.196
S -20.846 -9.573 -11.349
O -19.679 -8.666 -11.112
C -20.451 -11.109 -10.537
H -22.578 -8.121 -10.415
H -21.981 -9.328 -9.132
H -22.972 -9.786 -10.650
H -21.347 -11.724 -10.587
H -20.192 -10.955 -9.477
H -19.503 -11.459 -11.002
C -14.313 -19.774 -19.832
S -13.936 -19.293 -18.135
O -15.193 -18.594 -17.674
C -13.854 -20.945 -17.430
H -15.024 -20.579 -19.820
H -13.359 -20.226 -20.226
H -14.696 -18.899 -20.422
H -13.400 -20.934 -16.479
H -13.190 -21.524 -18.111
H -14.889 -21.284 -17.306
C -25.228 -12.433 -14.013
S -23.625 -12.492 -13.131
O -23.526 -11.587 -11.980
C -23.840 -14.152 -12.344
H -25.245 -11.599 -14.644
H -26.014 -12.453 -13.212
H -25.307 -13.364 -14.602
H -24.230 -14.918 -13.046
H -24.517 -14.032 -11.513
H -22.931 -14.520 -11.961